# 1
ORCA calculation (ωB97M-V/def2-TZVPD) on C3H9N3 in the gas phase in a non-equilibrium geometry.

HOMO-LUMO gap   9.04 eV
Relative energy (zero: lowest compared OMol25 entry of this formula, charge and spin)   2.531 eV
Structure (SMILES)   [H]/N=C(/N)NCC
LUMO energy   0.79 eV
E_HOMO   -8.251 eV

Geometry (Å):
C  2.51  -0.36  0.54
C  1.39  0.30  -0.18
N  0.11  -0.33  0.31
C  -1.20  0.06  -0.03
N  -1.32  0.38  -1.40
N  -2.10  -0.13  0.89
H  2.68  -1.41  0.30
H  3.56  0.00  0.31
H  2.31  -0.34  1.67
H  1.48  0.13  -1.24
H  1.17  1.44  -0.21
H  0.28  -1.37  0.51
H  -0.59  0.98  -1.75
H  -2.27  0.59  -1.67
H  -1.57  0.59  1.53

Taken from the natural (NBO) analysis, the atomic charges in e are: number 1, C, carries -0.640; number 2, C, carries -0.231; number 3, N, carries -0.696; number 4, C, carries 0.602; number 5, N, carries -0.839; number 6, N, carries -0.792; number 7, H, carries 0.219; number 8, H, carries 0.228; number 9, H, carries 0.223; number 10, H, carries 0.171; number 11, H, carries 0.193; number 12, H, carries 0.406; number 13, H, carries 0.389; number 14, H, carries 0.398; number 15, H, carries 0.370

=====

# 2
ORCA calculation (ωB97M-V/def2-TZVPD) on a molecular structure, C29H49NP2Rh in a non-equilibrium geometry.

<S²>   6.052
2S+1   5
HOMO-LUMO gap (alpha / beta)   6.14 / 6.32 eV
Net charge   +1
Relative energy (zero: lowest compared OMol25 entry of this formula, charge and spin)   0.000 eV
LUMO energy (alpha / beta)   -2.23 / -4.15 eV
E_HOMO (alpha / beta)   -8.372 / -10.468 eV

Geometry (Å):
Rh  0.08  1.91  0.33
C  2.85  1.29  -0.50
C  2.29  1.96  0.72
C  3.24  -0.13  1.28
C  3.33  0.04  -0.15
C  2.65  1.00  1.82
C  3.09  1.95  -1.80
H  2.53  2.87  -1.90
H  2.86  1.31  -2.67
H  4.16  2.22  -1.90
C  3.87  -0.97  -1.10
H  4.10  -0.51  -2.07
H  3.13  -1.77  -1.26
H  4.80  -1.44  -0.75
C  3.72  -1.32  2.03
H  4.80  -1.50  1.98
H  3.24  -2.23  1.66
H  3.47  -1.22  3.10
C  2.54  1.29  3.27
H  3.51  1.56  3.72
H  2.16  0.45  3.86
H  1.87  2.14  3.41
C  2.54  3.41  0.94
H  3.61  3.57  1.13
H  1.96  3.79  1.79
H  2.26  4.00  0.05
C  -3.58  0.73  -2.00
C  -3.12  1.96  -2.25
C  -3.81  3.22  -1.80
C  -4.35  3.17  -0.36
C  -3.51  2.36  0.58
C  -3.86  1.11  0.95
C  -4.84  0.22  0.19
C  -4.89  0.39  -1.34
H  -4.63  3.39  -2.51
H  -5.39  2.80  -0.37
H  -3.15  4.09  -1.88
H  -5.67  1.12  -1.62
H  -3.07  -0.14  -2.44
H  -2.46  2.07  -3.13
H  -5.20  -0.58  -1.78
H  -4.60  -0.83  0.40
H  -3.63  0.72  1.95
H  -5.84  0.40  0.62
H  -4.38  4.20  0.04
H  -2.71  2.91  1.08
P  -0.56  0.67  -1.50
C  0.14  -0.43  -2.73
C  -0.47  2.46  -1.96
P  -0.83  0.19  1.53
C  -1.62  -0.20  -0.19
C  -1.31  1.43  2.81
C  -0.63  -1.43  2.34
H  0.76  -1.19  -2.25
H  0.77  0.14  -3.45
H  -0.67  -0.92  -3.31
H  -1.35  3.02  -1.65
H  -0.33  2.51  -3.05
H  0.40  2.94  -1.48
H  -1.61  -1.88  2.57
H  -0.06  -1.31  3.27
H  -0.08  -2.10  1.66
H  -1.80  -1.26  -0.37
H  -2.56  0.33  -0.27
H  -0.82  1.16  3.76
H  -2.38  1.53  2.95
H  -0.87  2.40  2.49
C  3.88  -4.47  0.05
C  2.41  -4.34  0.10
C  1.57  -4.96  1.11
C  0.25  -4.75  0.70
C  0.33  -4.03  -0.55
C  -0.82  -3.71  -1.40
N  1.63  -3.74  -0.85
H  4.27  -4.66  1.06
H  4.35  -3.56  -0.35
H  4.17  -5.32  -0.59
H  1.96  -5.46  1.99
H  -0.67  -5.07  1.16
H  -0.77  -4.26  -2.36
H  -1.74  -4.03  -0.90
H  -0.90  -2.65  -1.65

Taken from the Mulliken analysis, the atomic charges in e are: number 1, Rh, carries -1.232; number 2, C, carries 0.560; number 3, C, carries 1.275; number 4, C, carries 0.936; number 5, C, carries 1.252; number 6, C, carries 0.014; number 7, C, carries -1.800; number 8, H, carries 0.322; number 9, H, carries 0.389; number 10, H, carries 0.373; number 11, C, carries -1.632; number 12, H, carries 0.472; number 13, H, carries 0.104; number 14, H, carries 0.406; number 15, C, carries -1.274; number 16, H, carries 0.331; number 17, H, carries -0.079; number 18, H, carries 0.403; number 19, C, carries -1.985; number 20, H, carries 0.394; number 21, H, carries 0.451; number 22, H, carries 0.271; number 23, C, carries -1.681; number 24, H, carries 0.404; number 25, H, carries 0.360; number 26, H, carries 0.353; number 27, C, carries -0.110; number 28, C, carries -0.466; number 29, C, carries -0.933; number 30, C, carries -1.041; number 31, C, carries 0.484; number 32, C, carries -0.867; number 33, C, carries -1.151; number 34, C, carries -0.973; number 35, H, carries 0.411; number 36, H, carries 0.246; number 37, H, carries 0.373; number 38, H, carries 0.313; number 39, H, carries 0.489; number 40, H, carries 0.913; number 41, H, carries 0.393; number 42, H, carries 0.309; number 43, H, carries 0.792; number 44, H, carries 0.433; number 45, H, carries 0.444; number 46, H, carries 0.398; number 47, P, carries 2.105; number 48, C, carries -1.372; number 49, C, carries -2.012; number 50, P, carries 1.607; number 51, C, carries 1.296; number 52, C, carries -1.619; number 53, C, carries -1.069; number 54, H, carries 0.129; number 55, H, carries 0.473; number 56, H, carries 0.393; number 57, H, carries 0.191; number 58, H, carries 0.385; number 59, H, carries 0.415; number 60, H, carries 0.431; number 61, H, carries 0.474; number 62, H, carries -0.042; number 63, H, carries 0.427; number 64, H, carries -2.277; number 65, H, carries 0.349; number 66, H, carries 0.478; number 67, H, carries 0.409; number 68, C, carries -0.857; number 69, C, carries 0.524; number 70, C, carries -0.523; number 71, C, carries -0.803; number 72, C, carries 0.778; number 73, C, carries -0.831; number 74, N, carries -0.526; number 75, H, carries 0.309; number 76, H, carries 0.058; number 77, H, carries 0.381; number 78, H, carries 0.447; number 79, H, carries 0.452; number 80, H, carries 0.372; number 81, H, carries 0.334; number 82, H, carries -0.132

=====

# 3
ORCA calculation (ωB97M-V/def2-TZVPD) on 13 unconnected molecules or ions with the total composition C36H64N13O15 in a non-equilibrium geometry.

HOMO-LUMO gap   4.14 eV
Net charge   +1
Relative energy (zero: lowest compared OMol25 entry of this formula, charge and spin)   2.124 eV
LUMO energy   -5.16 eV
E_HOMO   -9.300 eV

Geometry (Å):
C  16.42  18.85  59.20
C  16.57  18.04  57.80
C  18.07  17.89  57.50
C  18.73  16.70  58.31
C  17.92  15.46  57.98
C  16.49  15.49  58.34
N  15.87  16.85  57.86
O  14.56  16.89  57.76
C  16.27  15.35  59.81
C  15.59  14.36  57.67
C  15.98  19.13  56.79
H  17.00  18.13  60.05
H  15.32  19.03  59.48
H  16.96  19.70  59.36
H  18.81  18.78  57.56
H  18.19  17.50  56.41
H  18.62  16.99  59.34
H  19.78  16.58  58.00
H  18.52  14.61  58.56
H  18.21  15.23  56.92
H  16.23  16.32  60.49
H  16.96  14.56  60.00
H  15.12  15.05  60.06
H  16.14  13.52  57.71
H  15.56  14.54  56.61
H  14.71  14.25  58.25
H  15.04  19.18  56.78
H  16.24  18.70  55.72
H  16.60  20.07  56.90
N  20.20  12.19  60.57
C  21.10  12.46  59.55
C  21.30  13.97  59.59
C  20.34  14.53  60.70
C  19.70  13.29  61.23
H  19.94  11.02  60.64
H  21.44  11.61  58.99
H  22.01  14.65  59.10
H  20.27  15.65  60.72
H  19.11  13.26  62.11
N  9.92  14.16  56.19
C  9.58  12.89  56.08
C  10.85  12.10  56.24
C  11.87  13.05  56.48
C  11.26  14.44  56.46
H  9.26  14.96  56.18
H  8.47  12.54  55.99
H  10.89  10.97  56.36
H  13.06  12.85  56.78
H  11.92  15.36  56.64
N  22.50  18.48  56.05
C  21.20  18.90  56.36
C  21.16  20.39  56.93
C  22.61  20.65  57.06
C  23.40  19.54  56.42
H  22.76  17.76  55.56
H  20.47  18.39  56.02
H  20.28  21.16  57.32
H  23.02  21.49  57.64
H  24.44  19.28  56.28
N  18.57  15.62  53.94
C  17.55  14.86  54.23
C  16.27  15.79  53.91
C  16.94  17.23  53.60
C  18.40  16.92  53.50
H  19.48  15.23  54.06
H  17.61  13.88  54.62
H  15.31  15.63  54.27
H  16.40  18.18  53.25
H  19.28  17.71  53.45
N  15.92  22.67  52.24
C  15.72  21.32  52.31
C  14.60  21.01  53.43
C  14.10  22.48  53.82
C  14.90  23.40  52.90
H  16.63  23.07  51.65
H  16.40  20.71  51.80
H  14.46  20.18  54.02
H  13.30  22.74  54.69
H  14.93  24.51  52.85
C  18.59  22.38  54.63
N  18.78  20.99  54.26
O  18.72  20.13  55.16
O  18.63  20.66  53.06
H  19.40  22.82  54.16
H  18.77  22.41  55.77
H  17.55  22.76  54.45
C  22.64  13.37  56.17
N  21.54  14.44  56.10
O  20.81  14.52  55.02
O  21.75  15.32  56.88
H  22.32  12.48  55.76
H  22.81  13.26  57.24
H  23.60  13.56  55.65
C  12.84  10.77  59.57
N  14.16  10.92  58.93
O  14.32  11.41  57.79
O  15.06  10.35  59.54
H  12.70  9.55  59.88
H  12.21  11.30  58.96
H  13.04  11.22  60.50
C  22.14  18.08  59.84
N  21.09  18.78  60.48
O  21.22  19.23  61.59
O  20.07  19.17  59.80
H  22.02  18.44  58.79
H  21.90  16.91  59.88
H  23.05  18.14  60.41
C  11.83  19.23  54.50
N  12.09  18.04  55.34
O  11.40  17.70  56.32
O  13.17  17.52  55.14
H  12.30  19.16  53.44
H  12.32  20.18  54.68
H  10.66  19.23  54.56
C  17.73  10.78  57.79
N  18.83  11.39  57.00
O  19.57  10.57  56.41
O  18.80  12.61  56.80
H  18.05  9.74  58.20
H  16.96  10.72  57.27
H  17.30  11.44  58.52
C  11.09  20.48  58.76
N  12.51  20.68  58.50
O  13.39  20.67  59.40
O  12.69  20.86  57.26
H  11.09  20.61  59.90
H  10.90  19.51  58.58
H  10.47  21.12  58.27

Atom charges from the Mulliken analysis, given in e for atoms 1 to 99: number 1, C, carries -1.410; number 2, C, carries 1.339; number 3, C, carries 0.550; number 4, C, carries -1.205; number 5, C, carries 1.724; number 6, C, carries 1.687; number 7, N, carries 1.688; number 8, O, carries -0.426; number 9, C, carries -1.422; number 10, C, carries -2.073; number 11, C, carries -2.261; number 12, H, carries 0.190; number 13, H, carries 0.102; number 14, H, carries 0.475; number 15, H, carries 0.208; number 16, H, carries -0.842; number 17, H, carries 0.467; number 18, H, carries -0.394; number 19, H, carries -0.629; number 20, H, carries -0.702; number 21, H, carries 0.247; number 22, H, carries 0.402; number 23, H, carries 0.401; number 24, H, carries 0.442; number 25, H, carries 0.307; number 26, H, carries 0.475; number 27, H, carries 1.468; number 28, H, carries -0.258; number 29, H, carries 0.228; number 30, N, carries -0.047; number 31, C, carries -1.042; number 32, C, carries -0.031; number 33, C, carries -0.200; number 34, C, carries -1.104; number 35, H, carries 0.386; number 36, H, carries 0.406; number 37, H, carries 0.742; number 38, H, carries 0.388; number 39, H, carries 0.511; number 40, N, carries 0.049; number 41, C, carries -0.235; number 42, C, carries -0.848; number 43, C, carries 0.399; number 44, C, carries -0.493; number 45, H, carries 0.252; number 46, H, carries 0.318; number 47, H, carries 0.326; number 48, H, carries 0.072; number 49, H, carries 0.184; number 50, N, carries 0.083; number 51, C, carries -1.150; number 52, C, carries -0.085; number 53, C, carries -0.699; number 54, C, carries -0.539; number 55, H, carries 0.098; number 56, H, carries 1.245; number 57, H, carries 0.240; number 58, H, carries 0.377; number 59, H, carries 0.411; number 60, N, carries 0.142; number 61, C, carries -0.441; number 62, C, carries -1.532; number 63, C, carries 0.180; number 64, C, carries -0.894; number 65, H, carries 0.412; number 66, H, carries 0.812; number 67, H, carries 0.774; number 68, H, carries 0.403; number 69, H, carries 0.345; number 70, N, carries 0.092; number 71, C, carries -1.135; number 72, C, carries 0.302; number 73, C, carries -0.168; number 74, C, carries -0.735; number 75, H, carries 0.282; number 76, H, carries 0.558; number 77, H, carries 0.290; number 78, H, carries 0.204; number 79, H, carries 0.326; number 80, C, carries -0.768; number 81, N, carries 0.626; number 82, O, carries -0.139; number 83, O, carries -0.496; number 84, H, carries 0.434; number 85, H, carries 0.198; number 86, H, carries 0.161; number 87, C, carries -0.828; number 88, N, carries 0.828; number 89, O, carries -0.694; number 90, O, carries -0.370; number 91, H, carries 0.362; number 92, H, carries 0.261; number 93, H, carries 0.295; number 94, C, carries -0.808; number 95, N, carries 0.861; number 96, O, carries -0.453; number 97, O, carries -0.530; number 98, H, carries 0.268; number 99, H, carries 0.333